(1)
# C6H15KN2O5

A molecular structure, C6H15KN2O5 (ωB97M-V/def2-TZVPD, the OMol25 dataset).

Cartesian coordinates (Å):
1 K 2.261 0.466 0.169
2 O 1.667 -2.389 -0.025
3 O 6.312 3.151 0.978
4 O 5.617 2.537 -0.967
5 O -2.109 1.482 -1.102
6 O 4.368 2.233 0.768
7 N -0.467 -0.141 0.290
8 N 5.471 2.622 0.260
9 C -2.975 2.338 -1.840
10 C 1.577 -2.840 1.315
11 C 0.422 -2.306 -0.694
12 C -2.683 0.952 0.065
13 C -1.595 0.486 0.999
14 C -0.711 -1.552 -0.016
15 H -2.387 2.858 -2.588
16 H -3.797 1.756 -2.269
17 H 2.560 -3.191 1.606
18 H 0.858 -3.667 1.414
19 H -3.408 3.114 -1.194
20 H -1.967 -0.259 1.707
21 H -0.455 0.386 -0.587
22 H 1.181 -2.058 1.976
23 H 0.065 -3.338 -0.804
24 H 0.631 -1.890 -1.680
25 H -1.217 1.272 1.659
26 H -1.000 -2.092 0.888
27 H -3.365 1.633 0.589
28 H -3.287 0.067 -0.212
29 H -1.566 -1.631 -0.705

Its net charge is 0. Its HOMO-LUMO gap is 7.11 eV. The LUMO energy is -0.29 eV.

---

(2)
# C6H15N

A molecular structure, C6H15N (ωB97M-V/def2-TZVPD, the OMol25 dataset).

Cartesian coordinates (Å):
1 N 0.270 1.388 0.669
2 C -0.641 2.254 -0.087
3 C 0.351 -0.347 -1.482
4 C 0.535 -0.354 0.026
5 C -0.461 -1.013 0.872
6 C -1.782 -1.473 0.292
7 C 1.979 -0.643 0.412
8 H 2.252 -1.648 0.085
9 H -2.371 -0.645 -0.118
10 H 2.677 0.060 -0.055
11 H -2.396 -1.918 1.080
12 H -0.322 2.359 -1.125
13 H -0.264 0.750 1.413
14 H -0.691 3.246 0.363
15 H 1.187 1.823 0.780
16 H 0.557 -1.348 -1.868
17 H -0.668 -0.093 -1.773
18 H -1.690 -2.225 -0.508
19 H 1.040 0.346 -1.975
20 H -0.036 -1.719 1.585
21 H 2.107 -0.605 1.497
22 H -1.633 1.802 -0.082

Its net charge is 0. Its HOMO-LUMO gap is 7.13 eV. The LUMO energy is 0.85 eV.

---

(3)
# C6H15N

A molecular structure, C6H15N (ωB97M-V/def2-TZVPD, the OMol25 dataset).

Cartesian coordinates (Å):
1 N -0.063 -0.130 -0.643
2 C 1.778 -1.483 0.517
3 C -1.009 2.612 0.629
4 C 0.332 2.316 0.041
5 C -0.591 -1.078 1.580
6 C 0.440 1.196 -0.836
7 C 0.546 -0.536 0.675
8 H -1.135 3.763 0.966
9 H 2.259 -1.281 -0.513
10 H 0.823 3.166 -0.277
11 H -1.989 -4.213 -4.433
12 H 1.399 1.404 -0.218
13 H 1.213 -2.426 0.251
14 H 2.500 -1.502 1.384
15 H -2.212 -4.199 -5.145
16 H -1.888 2.384 0.024
17 H -1.121 1.945 1.445
18 H -0.860 -2.020 1.246
19 H -1.407 -0.389 1.396
20 H -0.330 -1.311 2.673
21 H 0.456 1.418 -1.899
22 H 0.860 0.366 1.138

Its net charge is 0. Its HOMO-LUMO gap is 6.72 eV. The LUMO energy is -0.78 eV.

---

Max |F|, respectively: 1.29, 2.34, 6.18 eV Å⁻¹.